(1)
Computed, not measured: C41H41N2O4PS as an isolated structure in a non-equilibrium geometry, with wB97M-V/def2-TZVPD.

Summary:
HOMO-LUMO gap	7.348	eV
net charge	0

```
90
C41H41N2O4PS wB97M-V/def2-TZVPD
C 2.443 -1.363 -2.442
C 1.857 -1.149 -3.855
O 0.978 -1.847 -4.270
O 2.381 -0.075 -4.598
C 1.359 0.593 -5.314
O 1.087 0.179 -6.401
C 0.585 1.778 -4.694
C -0.221 1.203 -3.504
C 0.131 1.465 -2.184
P 1.530 2.551 -1.605
C 3.058 2.347 -2.641
O 1.078 4.165 -1.851
C -0.683 0.823 -1.120
C -1.733 -0.002 -1.440
C -2.133 -0.273 -2.800
N -3.129 -1.025 -3.279
S -3.005 -0.954 -4.908
N -1.727 0.051 -5.115
C -1.347 0.350 -3.864
H 1.876 -2.124 -1.882
H 2.361 -0.437 -1.838
H 3.497 -1.656 -2.600
H -0.165 2.136 -5.424
H 1.216 2.634 -4.417
H 3.066 2.961 -3.566
H 3.891 2.754 -2.027
H 3.326 1.298 -2.848
H 0.170 4.176 -2.190
H -0.415 0.984 -0.068
H -2.286 -0.478 -0.617
C 4.097 5.728 2.716
C 3.325 5.583 1.571
C 3.766 4.773 0.533
C 4.977 4.100 0.645
C 5.747 4.242 1.792
C 5.309 5.059 2.826
H 3.754 6.362 3.524
H 2.379 6.103 1.487
H 3.168 4.664 -0.362
H 5.320 3.464 -0.162
H 6.690 3.716 1.879
H 5.913 5.174 3.718
C -2.505 3.973 0.648
C -3.124 5.077 1.220
C -2.371 6.014 1.915
C -0.996 5.852 2.029
C -0.377 4.750 1.455
C -1.131 3.810 0.768
H -3.093 3.239 0.109
H -4.196 5.206 1.125
H -2.855 6.871 2.366
H -0.407 6.585 2.567
H 0.695 4.623 1.542
H -0.648 2.950 0.325
C -6.759 -1.428 -0.936
C -5.435 -1.840 -0.866
C -4.920 -2.322 0.330
C -5.732 -2.402 1.455
C -7.057 -1.993 1.384
C -7.570 -1.502 0.190
H -7.160 -1.049 -1.868
H -4.803 -1.785 -1.744
H -3.885 -2.638 0.386
H -5.331 -2.783 2.387
H -7.691 -2.057 2.260
H -8.602 -1.179 0.136
C -2.733 -5.380 6.126
C -3.303 -4.115 6.075
C -3.353 -3.424 4.872
C -2.840 -4.001 3.718
C -2.273 -5.268 3.768
C -2.215 -5.955 4.973
H -2.691 -5.918 7.065
H -3.709 -3.668 6.974
H -3.793 -2.434 4.833
H -2.883 -3.464 2.778
H -1.874 -5.719 2.868
H -1.768 -6.941 5.013
C 5.560 -5.005 0.635
C 4.330 -4.378 0.788
C 3.431 -4.345 -0.269
C 3.757 -4.949 -1.478
C 4.984 -5.579 -1.629
C 5.888 -5.604 -0.574
H 6.262 -5.028 1.459
H 4.074 -3.913 1.732
H 2.474 -3.850 -0.151
H 3.053 -4.927 -2.302
H 5.238 -6.051 -2.570
H 6.847 -6.091 -0.694
```

Atomic partial charges in e from the Mulliken method, atoms 1 to 4: -0.525, 0.621, -0.517, -0.351

---

(2)
Computed, not measured: C41H41OP2PtSi as an isolated structure, with wB97M-V/def2-TZVPD.

Summary:
HOMO-LUMO gap (spin up / spin down)	6.957 / 7.612	eV
net charge	+1
2S+1	3
expectation value of S²	2.008

```
87
C41H41OP2PtSi wB97M-V/def2-TZVPD
Pt -0.715 0.430 0.307
C 0.383 0.270 3.913
Si 0.400 -0.428 2.190
C -0.316 -2.166 2.322
C -0.051 -2.973 3.437
C -0.634 -4.223 3.582
C -1.504 -4.703 2.607
C -1.775 -3.931 1.492
C -1.197 -2.665 1.358
P -1.442 -1.730 -0.188
C -3.199 -1.715 -0.587
C -4.168 -1.952 0.385
C -5.514 -1.808 0.072
C -5.895 -1.418 -1.204
C -4.931 -1.158 -2.172
C -3.587 -1.294 -1.863
C -0.597 -2.856 -1.343
C 0.759 -3.092 -1.097
C 1.456 -4.022 -1.848
C 0.804 -4.731 -2.853
C -0.545 -4.512 -3.092
C -1.249 -3.579 -2.336
C 2.177 -0.445 1.535
C 3.184 -1.052 2.296
C 4.505 -1.082 1.868
C 4.854 -0.495 0.658
C 3.878 0.112 -0.117
C 2.550 0.149 0.318
P 1.292 0.953 -0.724
C 1.796 0.651 -2.444
C 2.499 1.613 -3.171
C 2.900 1.343 -4.474
C 2.592 0.125 -5.064
C 1.874 -0.827 -4.353
C 1.473 -0.561 -3.053
C 1.506 2.749 -0.575
C 0.512 3.570 -1.114
C 0.697 4.944 -1.167
C 1.863 5.509 -0.660
C 2.841 4.699 -0.103
C 2.666 3.321 -0.067
H 1.402 0.402 4.295
H -0.114 1.241 3.922
H -0.164 -0.397 4.586
H 0.625 -2.619 4.211
H -0.414 -4.824 4.456
H -1.960 -5.680 2.715
H -2.429 -4.318 0.717
H -3.875 -2.254 1.383
H -6.266 -2.003 0.829
H -6.945 -1.309 -1.445
H -5.228 -0.845 -3.166
H -2.836 -1.067 -2.613
H 1.268 -2.551 -0.303
H 2.508 -4.196 -1.651
H 1.346 -5.463 -3.439
H -1.058 -5.074 -3.864
H -2.305 -3.431 -2.522
H 2.932 -1.523 3.243
H 5.260 -1.565 2.475
H 5.881 -0.516 0.316
H 4.150 0.552 -1.071
H 2.741 2.571 -2.729
H 3.451 2.092 -5.029
H 2.904 -0.078 -6.082
H 1.617 -1.775 -4.811
H 0.900 -1.298 -2.515
H -0.390 3.130 -1.525
H -0.065 5.575 -1.607
H 2.006 6.581 -0.696
H 3.749 5.137 0.294
H 3.443 2.690 0.352
C 0.450 4.173 2.967
C -0.871 4.403 2.273
O -1.432 3.147 1.889
C -2.747 3.298 1.393
C -3.289 1.950 1.011
H 1.052 5.084 2.930
H 1.010 3.379 2.464
H 0.318 3.895 4.014
H -0.746 5.023 1.385
H -1.573 4.916 2.937
H -2.747 3.970 0.528
H -3.381 3.750 2.161
H -2.664 1.451 0.243
H -4.266 2.055 0.536
H -3.389 1.294 1.871
```

Atomic partial charges in e from the Mulliken method, atoms 1 to 4: 2.061, -1.204, 0.174, 0.271

---

(3)
Computed, not measured: C41H42BCeN6O2S2Se2 as an isolated structure in a non-equilibrium geometry, with wB97M-V/def2-TZVPD.

Summary:
HOMO-LUMO gap (spin up / spin down)	4.420 / 4.428	eV
net charge	-2
2S+1	2
expectation value of S²	0.751

```
97
C41H42BCeN6O2S2Se2 wB97M-V/def2-TZVPD
Ce -0.098 -0.088 0.064
C -1.840 -1.442 -5.408
C -0.907 -0.824 -4.410
C 0.104 0.075 -4.664
C 0.623 0.539 -3.451
N -0.033 -0.067 -2.449
N -1.066 -0.815 -3.020
B -2.106 -1.690 -2.239
N -3.042 -0.989 -1.009
N -2.555 -0.220 0.021
C -3.644 0.328 0.672
C -4.783 -0.300 0.160
C -4.367 -1.086 -0.919
C -5.273 -1.819 -1.911
C -3.632 1.359 1.662
C -4.688 2.285 1.647
C -4.751 3.288 2.602
C -3.803 3.381 3.616
C -2.681 2.518 3.556
C -2.621 1.494 2.599
N -1.345 -2.899 -1.504
N -0.369 -2.774 -0.506
C -0.020 -4.043 -0.193
C -0.791 -4.956 -0.851
C -1.622 -4.202 -1.699
C -2.594 -4.747 -2.678
C 1.036 -4.469 0.772
C 1.902 -3.555 1.352
C 2.731 -3.968 2.426
C 2.774 -5.278 2.821
C 2.001 -6.197 2.133
C 1.168 -5.811 1.101
C 1.546 1.651 -3.324
C 1.920 2.210 -2.118
C 2.712 3.359 -2.058
C 3.173 3.988 -3.212
C 2.778 3.424 -4.441
C 1.991 2.295 -4.519
H -1.529 -1.196 -6.413
H -2.855 -1.041 -5.275
H -1.872 -2.501 -5.258
H 0.434 0.386 -5.637
H -2.960 -1.968 -3.040
H -5.814 -0.250 0.545
H -6.294 -1.762 -1.501
H -4.997 -2.881 -1.969
H -5.195 -1.384 -2.900
H -5.445 2.206 0.864
H -5.591 4.017 2.586
H -3.924 4.141 4.375
H -1.848 2.633 4.267
H -1.788 0.779 2.621
H -0.832 -6.045 -0.813
H -2.302 -5.785 -2.917
H -2.662 -4.036 -3.520
H -3.596 -4.815 -2.213
H 1.879 -2.535 1.003
H 3.340 -3.208 2.923
H 3.442 -5.642 3.601
H 2.080 -7.232 2.427
H 0.581 -6.534 0.556
H 1.495 1.818 -1.198
H 2.832 3.770 -1.039
H 3.748 4.889 -3.202
H 3.112 3.873 -5.363
H 1.658 1.963 -5.500
O 4.865 -1.941 4.035
C 4.677 -0.504 4.074
C 3.464 -0.128 3.180
C 3.404 1.427 3.177
O 3.124 1.885 4.495
C 2.201 -0.728 3.755
Se 0.399 -0.603 2.817
C 3.845 -0.558 1.774
Se 2.713 -0.391 0.098
H 5.454 -2.196 4.756
H 5.591 -0.004 3.698
H 4.501 -0.059 5.089
H 2.635 1.702 2.454
H 4.393 1.822 2.847
H 3.278 2.849 4.567
H 2.046 -0.204 4.685
H 2.311 -1.818 3.959
H 4.134 -1.604 1.772
H 4.665 0.098 1.440
S -1.553 2.633 -1.449
C -0.733 3.873 -0.700
C -0.836 5.229 -1.232
C -0.160 6.277 -0.703
C 0.653 6.111 0.423
C 0.787 4.867 1.002
C 0.149 3.747 0.462
S 0.446 2.239 1.265
H -1.511 5.407 -2.062
H -0.351 7.272 -1.117
H 1.157 6.923 0.871
H 1.332 4.758 1.940
```

Atomic partial charges in e from the Mulliken method, atoms 1 to 4: -0.267, -1.522, 0.577, -1.202

---

(4)
Computed, not measured: a 6-piece molecular cluster, C41H42BN9O14P overall in a non-equilibrium geometry, with wB97M-V/def2-TZVPD.

Summary:
HOMO-LUMO gap	7.889	eV
net charge	+1

```
108
C41H42BN9O14P wB97M-V/def2-TZVPD
C 1.598 -4.689 3.190
N 0.748 -5.030 2.005
C 1.562 -5.956 1.124
B 0.406 -3.846 1.238
O 0.472 -3.927 -0.186
N -0.055 -2.533 1.812
C 0.741 -1.364 1.924
C 2.186 -1.039 1.554
C 3.197 -1.945 0.982
C 4.531 -1.420 0.657
N 5.077 -0.151 0.834
C 4.088 0.622 1.409
C 2.717 0.323 1.762
C -0.076 -0.289 2.483
N -1.355 -0.858 2.727
C -1.280 -2.163 2.313
C -2.546 -3.060 2.447
P -3.690 -2.988 0.966
O -2.978 -2.331 -0.175
O -5.038 -2.126 1.456
O -4.157 -4.556 0.639
H 0.990 -4.090 3.928
H 2.560 -4.185 2.899
H 1.841 -5.664 3.713
H 2.403 -5.405 0.609
H 2.024 -6.724 1.817
H 0.877 -6.473 0.398
H -0.429 -4.005 -0.553
H 2.946 -3.017 0.800
H 5.243 -2.161 0.189
H 4.421 1.676 1.641
H 2.072 1.110 2.217
H 0.172 0.771 2.694
H -2.151 -0.348 3.112
H -2.183 -4.117 2.640
H -3.113 -2.710 3.359
H -4.941 -1.286 0.952
H -3.452 -4.913 0.065
C 7.649 1.205 -2.119
C 6.929 0.039 -1.881
C 7.075 -1.047 -2.725
C 7.944 -0.966 -3.805
C 8.662 0.196 -4.057
C 8.512 1.285 -3.208
N 8.113 -2.127 -4.685
O 7.451 -3.125 -4.444
O 8.907 -2.033 -5.603
H 7.538 2.054 -1.454
H 6.254 -0.021 -1.032
H 6.508 -1.943 -2.521
H 9.338 0.267 -4.900
H 9.069 2.196 -3.392
C -4.662 4.743 1.371
C -5.509 3.763 1.880
C -4.985 2.688 2.580
C -3.608 2.606 2.768
C -2.753 3.577 2.256
C -3.286 4.648 1.555
N -3.052 1.489 3.525
O -3.822 0.637 3.947
O -1.839 1.459 3.702
H -5.077 5.586 0.830
H -6.579 3.842 1.733
H -5.653 1.931 2.972
H -1.680 3.515 2.396
H -2.631 5.412 1.155
C -12.256 3.095 0.867
C -11.275 2.268 1.405
C -10.119 2.819 1.938
C -9.957 4.199 1.932
C -10.928 5.032 1.390
C -12.081 4.474 0.856
N -8.749 4.787 2.517
O -7.902 4.025 2.970
O -8.653 5.999 2.525
H -13.161 2.662 0.456
H -11.416 1.194 1.410
H -9.362 2.166 2.355
H -10.803 6.107 1.380
H -12.846 5.113 0.433
C 2.278 -5.670 -5.888
C 1.495 -5.618 -4.740
C 1.960 -4.960 -3.611
C 3.210 -4.353 -3.645
C 4.003 -4.406 -4.785
C 3.531 -5.069 -5.909
N 3.695 -3.636 -2.466
O 2.992 -3.617 -1.469
O 4.771 -3.088 -2.533
H 1.909 -6.181 -6.771
H 0.519 -6.090 -4.728
H 1.343 -4.924 -2.721
H 4.980 -3.937 -4.813
H 4.139 -5.114 -6.805
C 3.551 5.965 -2.214
C 2.237 6.265 -1.875
C 1.643 5.647 -0.784
C 2.376 4.733 -0.037
C 3.688 4.421 -0.374
C 4.274 5.041 -1.468
N 1.760 4.097 1.130
O 0.601 4.377 1.387
O 2.442 3.323 1.784
H 4.014 6.453 -3.064
H 1.677 6.984 -2.460
H 0.619 5.888 -0.528
H 4.261 3.706 0.203
H 5.297 4.808 -1.738
```

Atomic partial charges in e from the Mulliken method, atoms 1 to 4: -0.845, -0.040, -0.706, 0.133

---

(5)
Computed, not measured: C41H42Br2N6O5SeTl as an isolated structure, with wB97M-V/def2-TZVPD.

Summary:
HOMO-LUMO gap	7.402	eV
net charge	+1

```
98
C41H42Br2N6O5SeTl wB97M-V/def2-TZVPD
Tl -1.185 1.177 0.257
Br -2.248 -1.283 -4.144
C -2.663 -1.861 -2.401
C -3.146 -3.174 -2.213
C -3.492 -3.622 -0.973
Br -4.157 -5.378 -0.773
C -3.350 -2.779 0.160
C -3.729 -3.112 1.479
C -3.565 -2.205 2.489
C -2.959 -0.970 2.205
N -2.581 -0.650 0.993
C -2.814 -1.493 -0.043
C -2.503 -0.987 -1.350
O -2.105 0.263 -1.499
H -3.252 -3.818 -3.075
H -4.165 -4.083 1.673
H -3.882 -2.426 3.498
H -2.787 -0.230 2.979
N -3.946 2.624 -1.363
C -4.865 2.397 -0.210
C -4.082 2.071 1.075
O -4.675 1.521 1.978
O -2.837 2.403 1.037
H -4.469 2.807 -2.216
H -3.353 1.797 -1.533
H -3.295 3.455 -1.197
H -5.550 1.587 -0.450
H -5.438 3.310 -0.053
O -2.185 4.604 -1.365
C -1.072 4.112 -1.542
N -0.028 4.714 -2.166
C 1.017 3.748 -2.507
C 0.519 2.550 -1.688
O 1.112 1.499 -1.506
N -0.708 2.824 -1.183
C 0.962 3.430 -3.999
C 0.315 2.303 -4.494
C 0.227 2.096 -5.864
C 0.780 3.010 -6.748
C 1.430 4.134 -6.257
C 1.524 4.340 -4.891
C 2.399 4.160 -2.031
C 2.577 5.217 -1.148
C 3.849 5.543 -0.696
C 4.946 4.809 -1.114
C 4.770 3.744 -1.989
C 3.504 3.422 -2.447
H -0.208 5.519 -2.745
H -0.114 1.565 -3.826
H -0.273 1.213 -6.240
H 0.712 2.845 -7.814
H 1.870 4.848 -6.940
H 2.056 5.205 -4.512
H 1.723 5.791 -0.816
H 3.978 6.377 -0.019
H 5.937 5.066 -0.765
H 5.624 3.169 -2.320
H 3.371 2.597 -3.135
C 3.532 -2.116 1.246
C 3.320 -1.607 -0.179
C 2.106 -2.194 -0.902
C 0.766 -1.580 -0.516
N 0.363 -1.895 0.860
C 0.369 -1.086 1.930
Se 0.714 0.769 1.947
N 0.060 -1.792 3.027
C 0.023 -1.256 4.392
C 1.421 -1.083 4.971
C 2.180 -2.389 5.182
C 1.637 -3.225 6.334
C -0.197 -3.106 2.651
C -0.602 -4.218 3.381
C -0.834 -5.375 2.664
C -0.665 -5.429 1.272
C -0.251 -4.329 0.550
C -0.020 -3.163 1.273
H 4.533 -1.869 1.598
H 3.425 -3.202 1.296
H 2.833 -1.679 1.961
H 4.205 -1.857 -0.767
H 3.250 -0.515 -0.189
H 2.079 -3.279 -0.762
H 2.205 -2.026 -1.976
H -0.037 -1.937 -1.167
H 0.827 -0.500 -0.617
H -0.578 -1.950 4.980
H -0.506 -0.304 4.352
H 1.323 -0.551 5.921
H 1.986 -0.421 4.309
H 3.228 -2.151 5.375
H 2.180 -2.973 4.255
H 1.619 -2.646 7.259
H 2.256 -4.105 6.505
H 0.621 -3.580 6.151
H -0.742 -4.185 4.452
H -1.156 -6.265 3.188
H -0.866 -6.356 0.753
H -0.128 -4.370 -0.523
```

Atomic partial charges in e from the Mulliken method, atoms 1 to 4: 1.354, -0.144, 0.277, -0.423

---

What is the net charge in the fourth record? +1